Entry 1:
Molecular formula: C11H20BaN3P2
Method: DFT, ωB97M-V with the def2-TZVPD basis set

Results
**Relative energy (zero: lowest compared OMol25 entry of this formula, charge and spin)**: 0.00 kcal/mol
**Gap between HOMO and LUMO (alpha / beta)**: 0.1191 / 0.1191 Ha
**E_LUMO (alpha / beta)**: 0.08756 / 0.08758 Eh
**E_HOMO (alpha / beta)**: -0.9 / -0.9 eV
**Molar mass**: 393.6 g/mol
**Net charge**: -1

Each line ends with the Löwdin charge.
Element x y z (Å)
C  0.311  -0.338  -2.390  -0.281
C  -0.804  -1.158  -2.777  -0.221
C  -0.495  -2.527  -2.515  -0.209
C  0.828  -2.572  -1.979  -0.218
C  1.331  -1.229  -1.908  -0.291
Ba  0.573  0.714  1.096  0.605
P  -0.867  3.363  0.443  0.397
H  0.440  0.755  -2.514  0.053
H  -1.729  -0.786  -3.230  0.055
H  -1.178  -3.381  -2.614  0.060
H  2.359  -0.917  -1.682  0.045
H  1.362  -3.473  -1.655  0.055
H  -1.806  3.814  1.432  -0.164
H  -1.330  4.219  -0.600  -0.187
H  0.201  4.238  0.876  -0.171
C  1.262  -1.125  6.124  -0.183
N  1.406  0.008  5.157  -0.162
C  0.244  0.927  5.262  -0.200
N  -1.069  0.247  5.172  -0.163
C  -1.098  -0.865  6.177  -0.182
N  -0.015  -1.850  5.962  -0.174
C  -0.122  -2.538  4.662  -0.337
P  0.007  -1.370  3.196  0.826
C  1.555  -0.474  3.768  -0.474
C  -1.331  -0.222  3.798  -0.411
H  1.288  -0.701  7.140  0.119
H  2.091  -1.837  5.994  0.120
H  0.314  1.682  4.451  0.075
H  0.292  1.404  6.253  0.118
H  -2.065  -1.389  6.131  0.119
H  -0.959  -0.416  7.171  0.118
H  0.689  -3.274  4.594  0.080
H  -1.099  -3.048  4.625  0.083
H  1.931  0.393  3.154  -0.061
H  2.379  -1.195  3.708  0.076
H  -2.273  -0.786  3.779  0.079
H  -1.507  0.654  3.128  0.007

Entry 2:
Molecular formula: C11H20Cl2O5SSn
Method: DFT, ωB97M-V with the def2-TZVPD basis set

Results
**Relative energy (zero: lowest compared OMol25 entry of this formula, charge and spin)**: 22.96 kcal/mol
**Gap between HOMO and LUMO**: 0.1409 Ha
**E_LUMO**: 0.14682 Eh
**E_HOMO**: 0.2 eV
**Molar mass**: 454.0 g/mol
**Net charge**: -2

Each line ends with the Löwdin charge.
Element x y z (Å)
C  -0.643  0.985  -1.858  -0.289
C  -1.483  -0.144  -1.641  -0.324
C  -0.650  -1.272  -1.413  -0.289
C  -2.956  -0.153  -1.702  -0.118
C  0.708  -0.856  -1.553  -0.287
C  0.718  0.548  -1.811  -0.276
C  1.912  1.388  -2.016  -0.076
C  -1.118  2.345  -2.177  -0.097
C  -1.108  -2.634  -1.073  -0.096
C  1.874  -1.751  -1.440  -0.098
Sn  0.232  0.777  1.632  0.720
Cl  -2.103  0.315  1.655  0.127
Cl  0.244  3.108  1.248  0.109
O  1.968  0.168  0.909  -0.310
H  -3.359  0.811  -1.389  0.051
H  -3.365  -0.916  -1.038  0.044
H  -3.324  -0.356  -2.718  0.061
H  -1.879  -2.592  -0.287  0.056
H  -0.272  -3.238  -0.701  0.052
H  -1.538  -3.164  -1.941  0.061
H  1.692  -2.529  -0.686  0.056
H  2.769  -1.189  -1.157  0.055
H  2.070  -2.257  -2.398  0.063
H  2.764  0.971  -1.469  0.060
H  1.763  2.419  -1.673  0.056
H  2.176  1.413  -3.083  0.065
H  -1.927  2.642  -1.492  0.059
H  -1.515  2.409  -3.205  0.064
H  -0.304  3.072  -2.083  0.063
H  2.344  -0.421  1.603  0.019
O  2.924  4.221  0.191  -0.697
H  3.798  4.366  0.632  -0.223
C  -1.076  -1.215  4.747  -0.148
S  0.448  -0.973  3.880  0.500
O  1.537  -1.620  4.550  -0.295
O  0.190  -1.435  2.463  -0.450
O  0.598  0.578  3.742  -0.454
H  -0.858  -1.926  5.549  0.060
H  -1.808  -1.629  4.050  0.055
H  -1.441  -0.265  5.152  0.072

Entry 3:
Molecular formula: C11H20ClGaIN2O2P
Method: DFT, ωB97M-V with the def2-TZVPD basis set

Results
**Relative energy (zero: lowest compared OMol25 entry of this formula, charge and spin)**: 0.00 kcal/mol
**Gap between HOMO and LUMO**: 0.2189 Ha
**E_LUMO**: -0.30905 Eh
**E_HOMO**: -14.4 eV
**Molar mass**: 475.3 g/mol
**Net charge**: +2

Each line ends with the Löwdin charge.
Element x y z (Å)
C  5.025  3.878  -4.158  -0.105
C  3.670  3.899  -3.509  -0.829
H  5.221  4.854  -4.619  0.101
H  5.055  3.096  -4.926  0.086
H  5.794  3.671  -3.403  0.092
O  2.888  4.809  -3.411  0.030
I  3.164  1.978  -2.657  0.818
Ga  0.464  -0.275  -0.213  0.079
P  -0.867  -0.811  -2.024  0.763
C  -2.638  -0.466  -2.238  -0.202
C  -0.095  -0.070  -3.498  -0.226
H  0.289  -2.939  -1.997  0.062
H  -0.956  -2.861  -3.292  0.079
H  -1.441  -3.138  -1.588  0.061
C  -0.730  -2.618  -2.245  -0.216
H  0.995  -0.174  -3.456  0.009
H  -0.495  -0.566  -4.394  0.082
H  -2.981  -0.885  -3.197  0.091
H  -2.825  0.614  -2.235  0.069
H  -0.328  1.001  -3.540  0.069
H  -3.213  -0.926  -1.425  0.072
C  -1.150  0.943  0.172  0.014
O  -2.102  1.483  0.527  0.260
Cl  2.586  -0.633  -0.465  0.235
C  -0.532  -4.438  3.175  0.017
C  -0.238  -3.028  2.854  -0.246
C  0.180  -1.966  3.651  0.071
C  0.401  -0.867  2.811  -0.283
N  0.099  -1.247  1.546  -0.052
N  -0.309  -2.550  1.609  0.076
C  0.839  0.491  3.195  0.004
H  0.345  -4.947  3.595  0.113
H  -1.327  -4.503  3.926  0.109
H  -0.846  -4.986  2.281  0.093
H  0.316  -1.977  4.718  0.141
H  -0.645  -3.048  0.786  0.167
H  0.174  0.896  3.971  0.114
H  1.846  0.484  3.636  0.116
H  0.848  1.193  2.352  0.069

Entry 4:
Molecular formula: C11H20KN6OPS
Method: DFT, ωB97M-V with the def2-TZVPD basis set

Results
**Gap between HOMO and LUMO**: 0.1878 Ha
**E_LUMO**: 0.00754 Eh
**E_HOMO**: -4.9 eV
**Molar mass**: 354.5 g/mol

Each line ends with the Löwdin charge.
Element x y z (Å)
K  -2.530  -1.717  -0.537  0.645
C  3.227  0.951  -2.353  -0.150
N  1.901  1.071  -3.095  -0.081
C  1.500  -0.317  -3.613  -0.116
N  1.526  -1.296  -2.582  -0.151
C  2.813  -1.306  -1.902  -0.190
N  3.154  -0.017  -1.319  -0.162
C  2.140  0.362  -0.291  -0.327
P  0.260  0.548  -0.837  0.753
C  0.823  1.673  -2.226  -0.349
C  0.376  -1.130  -1.666  -0.418
H  3.451  1.940  -1.954  0.133
H  3.980  0.665  -3.091  0.133
H  2.033  1.670  -3.908  0.170
H  2.221  -0.558  -4.396  0.135
H  0.492  -0.211  -4.015  0.138
H  3.592  -1.581  -2.620  0.126
H  2.787  -2.055  -1.112  0.128
H  2.469  1.302  0.165  0.065
H  2.187  -0.393  0.502  0.066
H  1.237  2.592  -1.804  0.087
H  -0.052  1.882  -2.837  -0.020
H  -0.524  -1.312  -2.251  -0.010
H  0.484  -1.880  -0.870  0.081
C  -2.247  -2.031  4.810  -0.019
N  -2.300  -0.941  3.849  -0.053
C  -2.326  0.367  4.227  -0.059
C  -2.383  1.380  3.343  -0.001
C  -2.419  1.028  1.944  -0.397
N  -2.395  -0.255  1.605  0.072
C  -2.335  -1.259  2.486  -0.554
O  -2.312  -2.443  2.123  -0.053
N  -2.486  1.918  0.972  0.148
H  -2.071  -1.622  5.802  0.086
H  -1.444  -2.715  4.546  0.093
H  -3.182  -2.591  4.808  0.096
H  -2.297  0.542  5.295  0.125
H  -2.399  2.406  3.680  0.103
H  -2.447  2.899  1.189  0.105
H  -2.425  1.608  -0.042  -0.090
S  -2.078  0.823  -2.029  -0.289

So what do the calculations give for calculated total energy? Going down the list: -35467.740 -63680.186 -101080.209 -59167.585 eV.